(1)
A 3-piece molecular cluster, C40H38BF3N2O3S overall at a distorted geometry. Source: the Open Molecules 2025 dataset; level of theory: wB97M-V/def2-TZVPD.

Atoms and positions in Å:
C (-4.79, 1.33, 1.04)
N (-3.37, 1.34, 0.75)
C (-2.90, 1.38, -0.54)
O (-3.57, 1.45, -1.55)
C (-1.37, 1.37, -0.47)
C (-0.79, 2.62, -1.10)
C (-0.99, 2.77, -2.59)
C (-1.30, 4.05, -3.07)
C (-1.58, 4.24, -4.42)
C (-1.51, 3.17, -5.31)
C (-1.15, 1.90, -4.84)
C (-0.87, 1.70, -3.48)
N (-1.13, 1.32, 0.98)
C (0.13, 1.28, 1.46)
C (0.45, 1.63, 2.80)
C (0.80, 0.78, 3.82)
C (0.25, 0.96, 5.17)
C (0.18, -0.12, 6.09)
C (-0.67, -0.14, 7.19)
C (-1.33, 1.04, 7.55)
C (-1.17, 2.19, 6.76)
C (-0.40, 2.15, 5.59)
C (-2.36, 1.40, 1.79)
C (-2.45, 2.72, 2.54)
C (-2.53, 0.22, 2.77)
H (-5.35, 1.15, 0.13)
H (-5.01, 0.52, 1.75)
H (-5.14, 2.26, 1.51)
H (-1.00, 0.46, -0.98)
H (-1.29, 3.48, -0.62)
H (0.28, 2.70, -0.84)
H (-1.37, 4.88, -2.36)
H (-1.84, 5.24, -4.77)
H (-1.74, 3.32, -6.37)
H (-1.07, 1.06, -5.53)
H (-0.59, 0.72, -3.09)
H (0.93, 0.98, 0.76)
H (0.36, 2.68, 3.09)
H (0.70, -0.38, 3.50)
H (0.77, -1.03, 5.91)
H (-0.81, -1.09, 7.76)
H (-1.93, 1.09, 8.46)
H (-1.66, 3.14, 7.01)
H (-0.37, 3.04, 4.96)
H (-2.51, 3.54, 1.82)
H (-3.36, 2.73, 3.14)
H (-1.58, 2.83, 3.21)
H (-2.37, -0.72, 2.23)
H (-1.80, 0.31, 3.57)
H (-3.55, 0.23, 3.18)
C (5.84, 4.24, 5.20)
C (4.62, 3.65, 4.60)
C (4.60, 2.85, 3.45)
C (3.37, 2.93, 2.76)
C (2.41, 3.71, 3.43)
B (1.78, -1.22, 4.26)
C (1.41, 4.56, 2.79)
C (0.36, 5.21, 3.49)
C (-0.74, 5.71, 2.79)
C (-0.75, 5.68, 1.39)
C (-1.87, 6.30, 0.59)
F (-1.41, 6.93, -0.54)
F (-2.73, 5.32, 0.12)
F (-2.63, 7.20, 1.25)
C (0.26, 5.04, 0.70)
C (1.34, 4.52, 1.38)
O (2.25, -2.14, 3.28)
C (3.59, -2.24, 3.49)
C (4.00, -1.29, 4.44)
C (5.34, -1.07, 4.71)
C (6.22, -2.08, 4.32)
C (5.81, -3.07, 3.42)
C (4.49, -3.11, 2.93)
O (2.92, -0.64, 4.94)
S (3.00, 3.97, 5.08)
H (6.68, 4.22, 4.50)
H (5.68, 5.28, 5.49)
H (6.13, 3.67, 6.09)
H (5.50, 2.36, 3.07)
H (3.20, 2.47, 1.79)
H (0.37, 5.32, 4.59)
H (-1.59, 6.13, 3.32)
H (0.22, 4.94, -0.38)
H (2.13, 4.05, 0.80)
H (5.70, -0.14, 5.15)
H (7.26, -2.06, 4.69)
H (6.55, -3.76, 3.01)
H (4.13, -3.77, 2.14)

Results
- Energy relative to the best compared isomer or geometry (same formula, charge and spin): 143.9 kcal/mol
- HOMO-LUMO gap: 4.598 eV
- Total energy: -70878.38994 eV

Here are the Mulliken charges for atoms 1 to 6, given in e: -0.973, 0.274, 0.117, -0.709, -0.219, 0.649

***

(2)
A 2-piece molecular cluster, C40H38F6N2OP overall at a distorted geometry. Source: the Open Molecules 2025 dataset; level of theory: wB97M-V/def2-TZVPD.

Atoms and positions in Å:
C (4.73, 1.70, 4.89)
N (4.76, 0.49, 4.09)
C (6.06, 0.11, 3.57)
C (6.22, 0.70, 2.21)
F (7.44, 0.50, 1.64)
F (5.28, 0.16, 1.36)
F (5.98, 2.05, 2.23)
C (3.62, -0.10, 3.65)
C (3.59, -1.49, 3.32)
C (2.44, -2.04, 2.82)
C (1.24, -1.26, 2.65)
C (0.02, -1.95, 2.45)
C (-1.30, -1.43, 2.57)
C (-2.41, -2.33, 2.46)
C (-3.72, -1.89, 2.37)
C (-3.98, -0.50, 2.29)
N (-5.25, -0.04, 2.00)
C (-5.57, 0.45, 0.69)
C (-6.30, 0.07, 3.01)
C (-6.07, 1.34, 3.78)
F (-7.02, 1.62, 4.71)
F (-4.86, 1.27, 4.44)
F (-5.99, 2.41, 2.92)
C (-2.91, 0.40, 2.48)
C (-1.65, -0.06, 2.78)
C (1.40, 0.15, 2.74)
C (2.47, 0.69, 3.41)
H (3.99, 1.60, 5.70)
H (5.72, 1.84, 5.33)
H (4.47, 2.58, 4.28)
H (6.82, 0.55, 4.23)
H (6.14, -0.98, 3.48)
H (4.47, -2.10, 3.53)
H (2.41, -3.11, 2.59)
H (0.09, -3.02, 2.30)
H (-2.22, -3.41, 2.46)
H (-4.57, -2.57, 2.29)
H (-5.01, -0.13, -0.06)
H (-6.65, 0.32, 0.52)
H (-5.31, 1.52, 0.57)
H (-7.26, 0.16, 2.48)
H (-6.24, -0.78, 3.70)
H (-3.13, 1.47, 2.42)
H (-0.94, 0.65, 3.20)
H (0.67, 0.83, 2.30)
H (2.51, 1.75, 3.71)
C (-1.74, -3.29, -0.74)
C (-0.30, -3.58, -1.09)
C (0.50, -4.11, -0.02)
P (2.07, -4.76, -0.44)
C (2.04, -6.19, -1.54)
C (1.86, -6.00, -2.92)
C (1.96, -7.08, -3.80)
C (2.19, -8.37, -3.30)
C (2.27, -8.58, -1.92)
C (2.19, -7.50, -1.04)
C (3.13, -3.51, -1.20)
C (4.11, -3.87, -2.14)
C (4.91, -2.88, -2.71)
C (4.76, -1.54, -2.32)
C (3.81, -1.19, -1.36)
C (2.98, -2.17, -0.81)
C (2.90, -5.27, 1.08)
C (4.29, -5.11, 1.22)
C (4.93, -5.50, 2.40)
C (4.18, -6.05, 3.44)
C (2.80, -6.24, 3.30)
C (2.16, -5.87, 2.11)
O (0.11, -3.38, -2.25)
H (-1.91, -3.35, 0.34)
H (-2.03, -2.30, -1.09)
H (-2.38, -4.03, -1.24)
H (-0.01, -4.53, 0.85)
H (1.64, -5.00, -3.30)
H (1.88, -6.91, -4.87)
H (2.29, -9.21, -3.98)
H (2.43, -9.58, -1.52)
H (2.26, -7.66, 0.04)
H (4.23, -4.91, -2.44)
H (5.65, -3.16, -3.47)
H (5.39, -0.77, -2.77)
H (3.70, -0.15, -1.05)
H (2.20, -1.90, -0.09)
H (4.88, -4.67, 0.40)
H (6.01, -5.37, 2.50)
H (4.68, -6.35, 4.37)
H (2.22, -6.69, 4.11)
H (1.09, -6.05, 1.99)

Results
- HOMO-LUMO gap: 5.032 eV
- Total energy: -72711.20800 eV
- Net charge: +1

Here are the Mulliken charges for atoms 1 to 6, given in e: -1.092, 0.141, -0.994, 0.994, -0.265, -0.152

***

(3)
C40H38N6O2PRuS as an isolated structure at a distorted geometry. Source: the Open Molecules 2025 dataset; level of theory: wB97M-V/def2-TZVPD.

Atoms and positions in Å:
Ru (-1.15, -1.72, -0.96)
C (-3.43, -4.68, 0.23)
C (-2.20, -3.85, 0.09)
N (-1.53, -3.71, -1.02)
N (-1.90, -4.38, -2.14)
C (-2.02, -3.61, -3.18)
N (-2.23, -4.20, -4.39)
S (-1.99, -1.85, -3.13)
C (-1.66, -3.11, 1.26)
C (-2.31, -3.18, 2.49)
C (-1.73, -2.55, 3.58)
C (-0.54, -1.85, 3.41)
C (-0.01, -1.76, 2.13)
N (-0.53, -2.37, 1.08)
H (-3.69, -5.12, -0.72)
H (-4.26, -4.05, 0.56)
H (-3.30, -5.47, 0.97)
H (-2.49, -5.17, -4.39)
H (-2.59, -3.63, -5.13)
H (-3.24, -3.73, 2.58)
H (-2.20, -2.61, 4.55)
H (-0.05, -1.36, 4.24)
H (0.87, -1.15, 1.95)
C (4.00, 3.70, 0.27)
C (3.00, 3.08, 1.20)
C (3.29, 1.86, 1.80)
C (2.39, 1.27, 2.68)
C (1.19, 1.90, 2.96)
C (0.89, 3.12, 2.37)
N (-0.32, 3.81, 2.71)
C (-1.40, 3.13, 3.25)
C (-1.98, 3.56, 4.45)
C (-3.04, 2.87, 5.02)
C (-3.54, 1.71, 4.42)
C (-2.99, 1.28, 3.24)
C (-1.95, 2.00, 2.62)
C (-1.55, 1.57, 1.31)
O (-1.18, 2.35, 0.35)
O (-1.64, 0.35, 0.92)
C (1.79, 3.73, 1.49)
C (1.50, 5.09, 0.91)
H (4.82, 3.02, 0.06)
H (4.43, 4.61, 0.70)
H (3.55, 3.99, -0.69)
H (4.23, 1.37, 1.58)
H (2.65, 0.34, 3.17)
H (0.51, 1.47, 3.68)
H (-0.16, 4.70, 3.14)
H (-1.56, 4.42, 4.95)
H (-3.46, 3.23, 5.94)
H (-4.35, 1.17, 4.88)
H (-3.38, 0.41, 2.74)
H (0.44, 5.33, 0.98)
H (1.80, 5.15, -0.14)
H (2.06, 5.86, 1.44)
N (0.25, 4.84, -6.63)
C (0.03, 4.30, -5.64)
C (-0.24, 3.61, -4.41)
C (-0.59, 2.26, -4.43)
C (-0.84, 1.59, -3.25)
C (-0.74, 2.26, -2.03)
C (-0.41, 3.61, -2.02)
C (-0.16, 4.28, -3.20)
C (-1.01, 1.54, -0.79)
C (-1.28, 0.24, -0.50)
H (-0.68, 1.74, -5.38)
H (-1.14, 0.55, -3.27)
H (-0.36, 4.15, -1.08)
H (0.10, 5.33, -3.19)
C (2.03, -0.35, -0.74)
P (0.94, -1.49, -1.64)
C (1.33, -1.03, -3.35)
C (1.75, -3.11, -1.47)
C (1.62, -4.05, -2.49)
C (2.13, -5.33, -2.34)
C (2.79, -5.68, -1.16)
C (2.92, -4.75, -0.14)
C (2.40, -3.48, -0.29)
H (1.97, -0.50, 0.34)
H (1.70, 0.68, -0.94)
H (3.06, -0.46, -1.06)
H (2.40, -1.19, -3.51)
H (1.11, 0.02, -3.50)
H (0.76, -1.62, -4.07)
H (1.10, -3.80, -3.40)
H (2.03, -6.05, -3.14)
H (3.19, -6.68, -1.05)
H (3.44, -5.02, 0.77)
H (2.51, -2.76, 0.52)

Results
- Energy relative to the best compared isomer or geometry (same formula, charge and spin): 0.0 kcal/mol
- HOMO-LUMO gap: 7.035 eV
- Total energy: -77834.21015 eV
- Net charge: +1

Here are the Mulliken charges for atoms 1 to 6, given in e: -0.798, -1.807, 1.255, 0.809, -1.663, 0.759

***

(4)
C40H39BrN6O3SrTe as an isolated structure at a distorted geometry. Source: the Open Molecules 2025 dataset; level of theory: wB97M-V/def2-TZVPD.

Atoms and positions in Å:
Sr (-0.79, 0.27, 1.07)
C (3.45, -0.21, 3.20)
C (1.97, -0.14, 3.01)
N (1.37, 0.60, 2.17)
N (2.12, 1.35, 1.26)
C (1.32, 2.16, 0.55)
O (0.09, 2.39, 0.74)
C (1.98, 2.79, -0.65)
C (1.17, 3.43, -1.57)
C (1.71, 3.94, -2.75)
C (3.07, 3.81, -2.99)
C (3.88, 3.18, -2.06)
C (3.34, 2.66, -0.90)
C (1.05, -0.96, 3.88)
C (1.59, -1.89, 4.76)
C (0.74, -2.60, 5.59)
C (-0.62, -2.36, 5.53)
C (-1.07, -1.43, 4.60)
N (-0.27, -0.74, 3.79)
H (3.94, 0.52, 2.55)
H (3.84, -1.20, 2.96)
H (3.71, -0.01, 4.24)
H (0.10, 3.51, -1.38)
H (1.06, 4.42, -3.48)
H (3.49, 4.20, -3.91)
H (4.95, 3.08, -2.25)
H (3.96, 2.14, -0.18)
H (2.66, -2.04, 4.80)
H (1.14, -3.33, 6.29)
H (-1.33, -2.88, 6.16)
H (-2.14, -1.23, 4.50)
C (-1.61, 2.22, -6.94)
C (-1.41, 1.67, -5.55)
C (-0.36, 0.81, -5.27)
C (-0.16, 0.28, -4.00)
C (1.04, -0.61, -3.77)
C (-1.08, 0.59, -2.99)
C (-2.15, 1.46, -3.25)
C (-3.13, 1.89, -2.18)
C (-2.29, 1.99, -4.52)
C (-0.89, 0.04, -1.61)
O (-1.88, -0.40, -0.95)
O (0.28, 0.07, -1.10)
H (-0.68, 2.18, -7.51)
H (-1.95, 3.25, -6.91)
H (-2.36, 1.64, -7.49)
H (0.34, 0.56, -6.06)
H (1.45, -0.91, -4.74)
H (0.81, -1.51, -3.21)
H (1.82, -0.08, -3.22)
H (-2.61, 2.24, -1.28)
H (-3.79, 1.08, -1.87)
H (-3.73, 2.72, -2.54)
H (-3.11, 2.68, -4.71)
C (1.40, -4.00, 1.41)
Te (0.53, -2.47, 0.20)
C (2.55, -1.87, -0.05)
C (3.36, -3.14, 0.11)
C (4.62, -3.28, -0.45)
C (5.33, -4.47, -0.29)
C (4.77, -5.52, 0.42)
C (3.50, -5.39, 0.98)
C (2.79, -4.20, 0.83)
H (0.80, -4.90, 1.39)
H (1.45, -3.62, 2.43)
H (2.76, -1.13, 0.71)
H (2.64, -1.39, -1.02)
H (5.05, -2.46, -1.02)
H (6.31, -4.57, -0.74)
H (5.32, -6.45, 0.53)
H (3.06, -6.21, 1.52)
N (-4.45, -2.93, 1.61)
C (-5.18, -2.00, 2.31)
C (-4.31, -0.98, 2.55)
N (-3.07, -1.25, 2.00)
C (-3.20, -2.43, 1.44)
H (-4.78, -3.80, 1.24)
H (-6.21, -2.15, 2.57)
H (-4.50, -0.06, 3.09)
H (-2.45, -2.96, 0.87)
Br (-6.45, 2.87, 0.04)
C (-4.83, 3.06, 0.99)
C (-4.47, 4.26, 1.57)
C (-3.26, 4.33, 2.23)
C (-2.46, 3.20, 2.28)
N (-2.82, 2.04, 1.74)
C (-3.99, 1.97, 1.09)
H (-5.12, 5.12, 1.49)
H (-2.93, 5.25, 2.69)
H (-1.49, 3.24, 2.75)
H (-4.24, 1.02, 0.63)

Results
- Energy relative to the best compared isomer or geometry (same formula, charge and spin): 15.8 kcal/mol
- HOMO-LUMO gap: 7.684 eV
- Total energy: -135372.08980 eV

Here are the Mulliken charges for atoms 1 to 6, given in e: 0.952, -1.772, 0.084, 0.519, -0.762, -0.244

***

(5)
C40H39CsN9O6PSSe as an isolated structure at a distorted geometry. Source: the Open Molecules 2025 dataset; level of theory: wB97M-V/def2-TZVPD.

Atoms and positions in Å:
Cs (-1.78, -1.65, -0.77)
O (-6.09, 3.39, 2.56)
C (-5.20, 2.57, 1.97)
C (-4.45, 1.72, 2.75)
C (-3.71, 0.74, 2.11)
N (-3.59, 0.70, 0.79)
C (-4.27, 1.56, 0.04)
C (-5.14, 2.46, 0.59)
C (-4.08, 1.42, -1.52)
O (-4.57, 2.23, -2.26)
O (-3.43, 0.39, -1.83)
C (-3.07, -0.34, 3.04)
O (-3.26, -0.13, 4.28)
O (-2.46, -1.27, 2.46)
H (-6.09, 3.30, 3.53)
H (-4.48, 1.69, 3.84)
H (-5.76, 3.07, -0.07)
S (1.36, -4.44, -4.84)
C (-0.22, -4.51, -5.43)
C (-1.10, -3.90, -4.56)
C (-0.53, -3.13, -3.50)
C (0.86, -3.36, -3.50)
C (1.89, -2.97, -2.53)
C (3.25, -3.28, -2.68)
C (4.14, -2.98, -1.72)
C (3.71, -2.21, -0.59)
C (2.37, -1.78, -0.62)
N (1.50, -2.14, -1.51)
H (-0.34, -5.05, -6.32)
H (-2.19, -3.83, -4.77)
H (3.55, -3.86, -3.51)
H (5.17, -3.37, -1.62)
H (4.42, -1.94, 0.18)
H (2.08, -1.07, 0.14)
Se (4.76, -7.87, 2.87)
N (3.54, -6.79, 3.64)
C (2.69, -6.48, 2.71)
C (1.56, -5.51, 2.91)
C (1.32, -4.87, 4.15)
C (0.28, -3.99, 4.25)
C (-0.47, -3.67, 3.07)
N (-0.23, -4.27, 1.88)
C (0.72, -5.14, 1.81)
C (0.94, -5.77, 0.48)
N (0.18, -5.41, -0.56)
C (0.34, -6.07, -1.71)
C (1.14, -7.16, -1.90)
C (2.05, -7.38, -0.91)
C (2.02, -6.68, 0.31)
C (2.94, -6.98, 1.38)
N (3.96, -7.77, 1.26)
H (1.94, -5.16, 4.98)
H (-0.04, -3.52, 5.22)
H (-1.21, -2.81, 3.08)
H (-0.29, -5.71, -2.44)
H (1.09, -7.80, -2.77)
H (2.72, -8.15, -1.17)
O (2.28, 3.38, 0.67)
P (0.90, 3.65, 0.13)
N (0.41, 2.47, -0.96)
C (-0.90, 2.69, -1.71)
C (-0.57, 2.38, -3.21)
C (0.69, 1.51, -3.11)
C (1.49, 2.19, -2.01)
N (-0.34, 3.73, 1.15)
C (-0.48, 4.77, 2.16)
C (-0.82, 4.02, 3.53)
C (-0.93, 2.48, 3.14)
C (-1.15, 2.55, 1.61)
N (1.08, 5.13, -0.64)
C (2.34, 5.93, -0.51)
C (1.80, 7.27, -0.09)
C (0.49, 7.42, -0.92)
C (-0.02, 5.99, -1.08)
H (-1.25, 3.70, -1.57)
H (-1.64, 2.00, -1.31)
H (-0.24, 3.22, -3.86)
H (-1.40, 1.84, -3.68)
H (1.16, 1.40, -4.13)
H (0.49, 0.56, -2.76)
H (2.00, 3.18, -2.29)
H (2.15, 1.46, -1.54)
H (-1.35, 5.46, 1.91)
H (0.41, 5.39, 2.29)
H (-1.71, 4.42, 4.01)
H (-0.07, 4.19, 4.22)
H (-1.68, 1.95, 3.67)
H (0.02, 2.09, 3.36)
H (-2.16, 2.80, 1.40)
H (-0.84, 1.64, 1.06)
H (2.94, 6.02, -1.42)
H (3.01, 5.40, 0.18)
H (2.55, 8.04, -0.33)
H (1.56, 7.18, 0.98)
H (0.76, 7.76, -1.92)
H (-0.17, 8.13, -0.45)
H (-0.35, 5.74, -2.13)
H (-0.93, 5.83, -0.47)

Results
- Energy relative to the best compared isomer or geometry (same formula, charge and spin): 2.5 kcal/mol
- HOMO-LUMO gap: 5.155 eV
- Total energy: -153830.36085 eV
- Net charge: -2

Here are the Mulliken charges for atoms 1 to 6, given in e: 1.127, -0.610, 1.203, -0.100, -0.240, 0.144